Computed, not measured: C43H60Cl2HfN3O5P2S3 as an isolated structure, with wB97M-V/def2-TZVPD.

```
119
Properties=species:S:1:pos:R:3:forces:R:3
Hf -0.642 -0.292 -0.805 1.2 0.8 0.6
C 1.977 -3.531 1.408 0.8 0.2 0.8
P 0.228 -3.141 1.906 0.7 -0.5 0.0
C -0.453 -4.734 1.329 -0.5 -0.1 0.6
C 0.287 -3.496 3.729 0.4 0.0 -0.5
C 1.360 -4.145 4.349 -0.3 -0.1 -1.4
C 1.267 -4.428 5.677 3.3 -2.3 0.6
C 0.262 -3.998 6.458 -1.9 0.5 2.2
C -0.867 -3.409 5.885 1.6 0.2 -0.8
C -0.829 -3.138 4.480 -1.7 0.2 1.6
P -2.301 -2.394 3.561 1.6 -0.6 -1.0
C -3.604 -2.210 4.764 0.1 -1.3 2.2
C -1.644 -0.696 3.460 -0.6 1.5 0.2
H 2.706 -3.043 2.075 -0.3 0.3 -0.2
H 2.166 -3.158 0.408 0.0 0.1 -0.3
H 2.295 -4.581 1.461 -0.5 0.0 -0.2
H -0.493 -4.707 0.259 0.0 -0.2 -0.6
H 0.092 -5.601 1.700 0.2 0.0 -0.1
H -1.476 -4.815 1.666 -0.4 0.0 0.1
H 2.225 -4.523 3.778 -0.6 0.3 0.3
H 2.043 -5.148 6.086 -0.7 1.3 -0.2
H 0.317 -4.109 7.580 -0.2 -0.2 -1.4
H -1.613 -3.148 6.619 -0.7 0.4 -0.6
H -3.514 -1.517 5.608 0.5 0.0 0.0
H -3.833 -3.224 5.202 0.1 0.9 -0.5
H -4.453 -1.899 4.232 -1.3 0.3 -0.9
H -1.086 -0.393 4.351 0.2 -0.1 0.0
H -2.491 0.017 3.404 0.1 -0.4 0.0
H -1.075 -0.471 2.558 0.1 -0.5 0.1
C 4.465 1.315 -0.259 0.1 -2.0 1.2
C 3.539 0.916 -1.400 -1.2 1.4 -0.2
C 3.906 1.659 -2.713 -0.1 1.3 0.5
C 3.516 -0.550 -1.684 -0.1 0.1 0.6
C 4.644 -1.283 -1.415 1.7 -1.5 -0.1
C 4.825 -2.619 -1.753 -1.5 1.1 0.2
C 3.713 -3.221 -2.299 0.5 -1.8 -0.4
C 2.509 -2.606 -2.545 0.1 2.1 0.1
C 1.448 -3.443 -3.218 0.1 0.0 0.6
C 0.399 -3.799 -2.165 0.7 0.1 -1.0
C 0.815 -2.816 -4.470 -1.6 -1.3 1.3
C 2.403 -1.199 -2.176 0.9 -3.0 -0.9
N 1.216 -0.519 -2.402 -1.3 1.4 -0.9
C 1.124 0.153 -3.506 0.0 -1.3 1.1
C 0.009 0.966 -3.853 -1.0 1.7 -2.2
C -0.158 1.100 -5.293 0.2 1.3 1.4
C -0.794 2.177 -5.891 0.1 -1.2 0.8
C -1.437 3.102 -5.038 0.1 -0.2 0.0
C -1.442 2.940 -3.675 1.3 -1.6 -1.2
C -0.684 1.900 -3.022 0.0 -0.2 1.1
N -0.567 1.857 -1.610 -0.8 1.7 -0.7
C -0.892 3.269 -1.112 -0.3 -1.3 0.3
C 0.032 4.319 -1.299 -1.3 -0.1 0.0
C -0.341 5.631 -0.963 -0.4 0.3 1.5
C -1.554 5.928 -0.356 -0.6 -0.9 -0.6
C -2.456 4.860 -0.202 -0.3 1.1 0.6
C -2.179 3.564 -0.533 1.7 -1.3 -0.7
C -3.203 2.528 -0.091 -1.1 0.5 -0.1
C -2.717 1.742 1.082 1.6 0.6 0.9
C -3.846 1.572 -1.105 0.6 0.8 -0.4
C 1.377 4.173 -1.918 1.1 0.4 1.1
C 1.574 5.204 -3.017 -2.3 0.6 0.3
C 2.451 4.298 -0.805 -0.3 0.2 0.7
H 4.105 2.227 0.203 0.4 0.3 -0.1
H 5.543 1.357 -0.568 -1.0 0.1 0.4
H 4.322 0.493 0.541 0.6 1.4 -1.0
H 2.471 1.207 -1.104 1.3 -0.2 -0.4
H 4.746 1.205 -3.232 0.0 -0.2 -0.1
H 4.149 2.754 -2.617 -0.1 -1.0 0.4
H 3.023 1.672 -3.326 -0.2 -0.2 -0.7
H 5.485 -0.873 -0.919 0.6 0.9 0.3
H 5.726 -3.168 -1.569 0.3 0.0 0.1
H 3.789 -4.291 -2.554 -0.1 0.5 0.0
H 1.994 -4.393 -3.473 -0.6 0.9 -0.2
H -0.298 -2.999 -2.025 -0.2 0.1 0.2
H 0.891 -4.078 -1.265 0.3 -0.2 0.9
H -0.130 -4.635 -2.539 -0.9 -1.0 -0.2
H 0.110 -2.011 -4.273 0.0 0.0 0.4
H 0.195 -3.588 -4.954 0.5 0.2 -0.2
H 1.559 -2.433 -5.080 1.4 0.5 -1.6
H 1.918 0.061 -4.268 -0.3 -0.1 0.4
H 0.396 0.413 -5.903 0.1 -0.3 -0.3
H -0.775 2.154 -6.967 -0.3 0.6 -0.2
H -1.962 4.000 -5.351 0.1 -0.3 -0.6
H -1.995 3.677 -3.188 -0.6 0.7 1.3
H 0.382 6.439 -0.950 0.1 -0.2 -0.5
H -1.864 6.937 -0.062 0.4 -0.4 -0.1
H -3.424 4.991 0.283 0.2 0.5 -0.1
H -3.989 3.207 0.286 -0.2 -0.7 -0.2
H -1.726 1.355 0.831 0.1 -0.4 0.1
H -3.345 0.893 1.319 0.0 0.0 0.2
H -2.442 2.386 1.943 -0.7 -0.2 -0.2
H -3.153 0.958 -1.649 0.7 0.1 -0.5
H -4.439 2.106 -1.816 -0.3 0.5 -0.7
H -4.481 0.830 -0.690 -0.7 -0.4 1.0
H 1.443 3.199 -2.373 0.2 -0.4 -0.1
H 1.511 6.288 -2.790 0.1 -0.7 0.5
H 0.751 5.014 -3.702 -0.1 0.2 -0.4
H 2.436 5.047 -3.547 2.4 -0.5 -1.2
H 2.337 5.267 -0.262 -0.1 -0.7 -0.3
H 3.458 4.293 -1.182 0.5 0.1 -0.5
H 2.438 3.469 -0.066 -0.5 0.5 -0.4
C 1.740 0.004 1.475 -0.7 0.7 0.9
O 0.953 -0.293 0.363 -0.4 -0.2 0.2
H 2.650 -0.574 1.607 0.1 -0.5 -0.6
H 1.196 -0.113 2.450 0.1 0.1 -0.8
H 2.046 1.056 1.384 0.0 -0.1 0.2
O -4.729 -3.583 1.576 -0.2 -0.3 -0.2
S -5.105 -3.606 0.176 -0.3 -0.5 0.0
O -5.714 -2.357 -0.258 0.2 -0.4 -0.3
O -5.687 -4.848 -0.331 0.0 0.9 0.6
S -3.229 -3.792 -0.893 0.4 0.9 0.1
Cl -4.422 4.798 7.802 0.2 0.0 0.0
C -3.280 3.526 8.192 -0.3 -0.4 1.7
Cl -3.556 2.909 9.935 0.2 0.4 -1.3
H -2.247 3.856 8.195 -0.2 0.2 -0.2
H -3.455 2.690 7.542 0.0 -0.2 -0.1
O -1.624 -1.675 -1.998 0.2 0.5 -1.0
S -2.921 -1.652 -1.038 -1.0 -1.0 -0.3
N -2.313 -0.967 0.194 0.6 0.4 0.3
```
Forces are in eV/Å.

LUMO energy ... 1.6 eV
Orbital gap ... 6.703 eV
Total charge ... -1
HOMO energy ... -5.12 eV
E ... -5060.73827 a.u.
Energy relative to the best compared isomer or geometry (same formula, charge and spin) ... 71.9 kcal per mole

Mulliken population analysis, charges in e, atoms 1 to 99: Hf 1.233; C -1.634; P 1.385; C -1.311; C -0.042; C -0.883; C -0.486; C -0.557; C -0.678; C -0.020; P 1.244; C -1.510; C -0.605; H 0.516; H -0.005; H 0.552; H 0.303; H 0.443; H 0.425; H 0.254; H 0.249; H 0.281; H 0.389; H 0.383; H 0.398; H 0.432; H 0.554; H 0.407; H -0.674; C -1.805; C 2.933; C -1.223; C 0.024; C -0.045; C -1.713; C -0.627; C 0.072; C 0.517; C -2.034; C -1.939; C -0.137; N 1.114; C -0.941; C 0.452; C -0.864; C -1.131; C -0.464; C -0.990; C 1.101; N 0.685; C -0.764; C 0.946; C -0.429; C -1.497; C -0.565; C 0.554; C 0.789; C -1.428; C -1.941; C 2.724; C -1.896; C -1.403; H 0.353; H 0.384; H 0.360; H -1.570; H 0.406; H 0.253; H 0.185; H 0.393; H 0.444; H 0.247; H 0.624; H 0.561; H 0.297; H 0.684; H 0.224; H 0.484; H 0.538; H 0.345; H 0.525; H 0.381; H 0.452; H 0.431; H 0.364; H 0.359; H 0.362; H 0.510; H -0.214; H 0.562; H 0.512; H 0.050; H 0.417; H 0.732; H -1.765; H 0.240; H 0.417; H 0.542; H 0.431